1.
Computed, not measured: a 8-piece molecular cluster, C51H61BF6N8O6PS overall, with ωB97M-V/def2-TZVPD.

XYZ file:
```
135
Properties=species:S:1:pos:R:3:mulliken_charge:R:1
C 0.4681 -5.1062 5.2956 -1.467
C 0.4024 -3.9341 4.3033 -0.041
N 0.3848 -4.3505 2.9100 -0.475
B -0.8996 -3.9640 2.1407 1.411
C -2.2320 -4.8046 2.6312 -0.284
C -2.7950 -5.7411 1.5757 -0.767
O -3.5537 -5.0236 0.5988 -0.399
O -0.6691 -4.2372 0.6738 -0.535
C -0.2814 -3.0775 0.0526 -0.139
P -0.8004 -3.0469 -1.7147 0.357
S 0.6875 -2.7129 -2.9594 -0.524
C -0.7118 -1.8618 1.0147 2.455
C -1.8056 -0.9287 0.4749 -2.471
C -3.1971 -1.5740 0.5267 -0.297
C -4.0235 -1.0790 1.7106 1.227
C -5.1886 -2.0270 1.9761 -1.621
C -4.5776 0.3281 1.4465 -1.607
C 0.5418 -0.9715 1.0798 -1.648
O 1.0165 -0.5045 0.0814 -0.500
C 1.2261 -0.6767 2.4335 1.409
F 1.9854 -1.7592 2.7407 -0.340
F 0.3440 -0.4664 3.4300 -0.294
C 2.2248 0.5155 2.4118 0.464
F 3.2455 0.2304 1.5743 -0.287
F 2.7240 0.6226 3.6780 -0.354
C 1.6797 1.9220 2.0717 1.159
F 0.5690 2.1574 2.7953 -0.315
F 1.3636 2.0238 0.7576 -0.245
C 2.7030 3.0709 2.3362 0.098
O 2.3060 4.1887 2.4574 -0.463
O 3.9996 2.7536 2.3888 -0.386
O -1.0704 -2.4848 2.1710 -0.766
H -0.5117 -5.5591 5.4183 0.243
H 1.2065 -5.8265 4.9561 0.316
H 0.8043 -4.7248 6.2594 0.455
H -0.4778 -3.3355 4.5543 -0.025
H 1.2614 -3.2946 4.5243 0.240
H 0.4929 -5.3567 2.8908 0.142
H -3.0606 -4.1638 2.9392 0.053
H -1.9927 -5.4250 3.4982 0.145
H -1.9989 -6.3118 1.0998 0.244
H -3.4675 -6.4735 2.0360 0.428
H -3.2201 -5.2436 -0.2754 0.089
H 0.8113 -3.0642 -0.0261 0.660
H -1.3687 -4.3094 -1.9518 -0.028
H -1.8689 -2.1555 -1.9036 -0.045
H -1.5752 -0.6005 -0.5333 0.393
H -1.8021 -0.0268 1.0924 0.799
H -3.0950 -2.6527 0.6242 -0.679
H -3.7244 -1.3680 -0.4059 0.794
H -3.3710 -1.0515 2.5804 0.042
H -4.8296 -3.0267 2.1961 0.269
H -5.7660 -1.6750 2.8311 0.437
H -5.8331 -2.0610 1.1012 0.364
H -3.8614 0.9558 0.9188 0.317
H -5.4888 0.2493 0.8597 0.349
H -4.7997 0.8164 2.3935 0.409
H 4.2605 2.1354 1.6804 0.351
N -3.2881 0.1771 -3.1148 -0.472
C -3.7205 1.2751 -2.4991 -0.532
C -3.1437 2.5236 -2.6663 -0.191
C -2.0463 2.6340 -3.5041 0.198
C -1.5819 1.5016 -4.1548 -0.764
C -2.2440 0.3027 -3.9331 -0.222
H -4.5718 1.1418 -1.8395 0.405
H -3.5346 3.3878 -2.1457 0.464
H -1.5643 3.5924 -3.6433 0.330
H -0.7276 1.5409 -4.8161 0.406
H -1.9216 -0.6118 -4.4191 0.385
N -2.3055 6.2323 -2.9704 -0.386
C -1.0799 6.0654 -2.4782 -0.335
C -0.0163 6.9100 -2.7561 -0.843
C -0.2377 7.9874 -3.5951 0.025
C -1.5067 8.1767 -4.1197 -0.561
C -2.5019 7.2740 -3.7770 -0.465
H -0.9493 5.2105 -1.8229 0.772
H 0.9554 6.7284 -2.3172 0.406
H 0.5648 8.6741 -3.8336 0.528
H -1.7209 9.0064 -4.7798 0.453
H -3.5086 7.3867 -4.1644 0.378
N 0.5683 8.9303 0.1246 -0.614
C 1.5768 8.3048 0.7335 -0.407
C 1.4549 7.0777 1.3679 -0.268
C 0.2138 6.4619 1.3742 -0.076
C -0.8442 7.0970 0.7476 -0.521
C -0.6161 8.3232 0.1409 -0.183
H 2.5312 8.8204 0.7093 0.355
H 2.3048 6.6126 1.8465 0.434
H 0.0816 5.5035 1.8591 0.481
H -1.8297 6.6511 0.7271 0.429
H -1.4207 8.8478 -0.3645 0.403
N 3.3441 -7.3757 5.6889 -0.278
C 3.5456 -8.4652 4.9536 -0.074
C 4.4498 -9.4624 5.2903 -0.612
C 5.1866 -9.3172 6.4544 -0.122
C 4.9883 -8.1864 7.2300 -0.566
C 4.0574 -7.2501 6.8037 -0.143
H 2.9513 -8.5375 4.0492 0.362
H 4.5713 -10.3282 4.6538 0.345
H 5.9034 -10.0721 6.7520 0.358
H 5.5417 -8.0304 8.1461 0.343
H 3.8697 -6.3517 7.3819 0.357
N -3.7010 -6.8577 -2.3128 -0.382
C -4.9164 -6.3982 -2.5989 -0.050
C -6.0514 -7.1948 -2.6214 -0.546
C -5.9156 -8.5424 -2.3317 -0.146
C -4.6562 -9.0350 -2.0312 -0.464
C -3.5860 -8.1532 -2.0337 -0.189
H -4.9793 -5.3380 -2.8176 0.360
H -7.0155 -6.7656 -2.8567 0.365
H -6.7776 -9.1974 -2.3367 0.360
H -4.5037 -10.0793 -1.7958 0.360
H -2.5847 -8.4961 -1.7977 0.360
N 6.2198 1.3045 1.1335 -0.176
C 6.4137 1.3698 -0.1832 -0.118
C 7.6436 1.1629 -0.7868 -0.710
C 8.7320 0.8754 0.0202 -0.123
C 8.5447 0.8040 1.3908 -0.640
C 7.2729 1.0236 1.8958 -0.258
H 5.5372 1.5953 -0.7808 0.391
H 7.7417 1.2239 -1.8616 0.357
H 9.7097 0.7066 -0.4123 0.370
H 9.3649 0.5793 2.0582 0.358
H 7.0807 0.9706 2.9614 0.414
N 0.0798 8.7831 -8.4510 -0.567
C 0.7134 8.3690 -7.3557 -0.270
C 1.8950 8.9292 -6.8930 -0.315
C 2.4527 9.9758 -7.6083 -0.306
C 1.8069 10.4172 -8.7517 -0.320
C 0.6284 9.7898 -9.1268 -0.192
H 0.2454 7.5473 -6.8245 0.504
H 2.3638 8.5509 -5.9948 0.405
H 3.3745 10.4390 -7.2808 0.368
H 2.2060 11.2306 -9.3422 0.349
H 0.0920 10.1079 -10.0143 0.356
```

As for the charge: -1. For the LUMO energy, the calculation gives 1.89 eV. Its HOMO energy is -0.1631 Eh. Its gap between HOMO and LUMO is 0.2324 Ha.

2.
Computed, not measured: one molecule with the formula C5H5N, with ωB97M-V/def2-TZVPD.

XYZ file:
```
11
Properties=species:S:1:pos:R:3:mulliken_charge:R:1
C 0.1212 -1.1205 0.3083 0.190
C 0.8658 -0.0513 -0.3067 0.107
C 1.5403 0.9903 0.4245 -0.892
N -0.1749 -2.2915 0.3938 -0.450
C -0.8170 0.2878 -0.3882 -0.791
C -1.8963 0.8198 -0.4865 0.262
H -1.1349 -2.6351 0.4170 0.306
H 1.3724 -0.4363 -1.1955 0.291
H 1.0967 1.2886 1.3667 0.257
H 1.8574 1.8445 -0.1627 0.280
H -2.8308 1.3038 -0.3708 0.440
```

As for the charge: 0. For the LUMO energy (spin up / spin down), the calculation gives -0.47 / -0.45 eV. Its HOMO energy (spin up / spin down) is -0.2514 / -0.2547 Eh. Its gap between HOMO and LUMO (spin up / spin down) is 0.2341 / 0.2382 Ha. As for the energy above the lowest of the compared OMol25 structures with the same formula, charge and spin: 726.84 kJ/mol.

3.
Computed, not measured: C18H37O2P3Sn as an isolated structure, with ωB97M-V/def2-TZVPD.

XYZ file:
```
61
Properties=species:S:1:pos:R:3:mulliken_charge:R:1
Sn 0.0546 -1.7728 0.6794 0.752
P -1.1318 -2.3500 2.8622 0.952
P -1.7054 -1.1453 -0.7763 0.748
P 0.4096 0.5634 1.4023 0.624
H 2.4106 -2.3914 -0.6909 0.495
C 2.1700 -1.6789 0.0910 -0.553
C 2.1466 -2.1627 1.4815 -0.790
H 2.3251 -3.2184 1.6758 0.613
C -1.5046 -4.0280 3.2778 -1.489
C -2.7418 -1.6279 3.1441 -1.278
C -0.1415 -1.8231 4.2661 -1.214
C -1.1463 -0.5954 -2.3847 -1.148
C -2.9367 -2.3734 -1.1606 -1.212
C -2.7814 0.2209 -0.2668 -1.331
C 1.9119 0.8668 2.3247 -1.510
C -0.8225 1.3993 2.3787 -1.399
C 0.6341 1.6061 -0.0430 -1.497
H 2.5304 -0.6752 -0.0927 0.203
H 2.4345 -1.5022 2.2826 0.261
H -0.5026 -4.6901 3.2046 0.500
H -2.1606 -4.4884 2.5462 0.494
H -1.7756 -4.1230 4.2844 0.547
H -3.4661 -2.0078 2.4173 0.439
H -2.7265 -0.5373 3.1008 0.366
H -3.0551 -1.9401 4.1574 0.513
H 0.8330 -2.3203 4.2694 0.335
H -0.7020 -2.1211 5.1734 0.547
H 0.0160 -0.7394 4.2967 0.272
H -2.0373 -0.3341 -2.9881 0.473
H -0.5931 -1.3895 -2.9023 0.470
H -0.4961 0.2838 -2.3199 0.214
H -3.6644 -1.8971 -1.8455 0.487
H -3.4702 -2.7084 -0.2627 0.406
H -2.5131 -3.2492 -1.6663 0.447
H -3.5323 0.3342 -1.0724 0.573
H -2.2549 1.1720 -0.1607 0.376
H -3.3069 -0.0062 0.6682 0.370
H 1.9498 1.9615 2.4653 0.519
H 2.8106 0.5502 1.7886 0.479
H 1.8946 0.3856 3.3099 0.404
H -0.5031 2.4568 2.4370 0.533
H -0.8630 0.9948 3.3947 0.467
H -1.8232 1.3593 1.9401 0.330
H 0.9344 2.6050 0.3274 0.561
H -0.2848 1.7162 -0.6270 0.477
H 1.4237 1.2185 -0.6986 0.380
C 0.9749 3.7293 -4.4174 0.778
C 1.6017 3.9066 -5.6771 -0.485
C 2.9892 3.9084 -5.7536 -0.530
C 3.7710 3.7377 -4.6030 -0.431
C 3.1463 3.5638 -3.3651 -0.319
C 1.7540 3.5577 -3.2651 -0.193
O -0.3768 3.7132 -4.2680 -0.390
H -0.7919 3.8429 -5.1433 0.363
H 0.9877 4.0381 -6.5630 0.375
H 3.4683 4.0447 -6.7229 0.430
H 4.8613 3.7411 -4.6752 0.444
H 3.7429 3.4305 -2.4648 0.416
H 1.2520 3.4256 -2.3092 0.527
O 0.2649 -4.7883 1.9585 -0.254
C 0.1078 -3.6489 1.5801 0.066
```

As for the charge: +4. For the LUMO energy (spin up / spin down), the calculation gives -13.87 / -13.71 eV. Its HOMO energy (spin up / spin down) is -0.7537 / -0.7273 Eh. Its gap between HOMO and LUMO (spin up / spin down) is 0.2440 / 0.2235 Ha. As for the energy above the lowest of the compared OMol25 structures with the same formula, charge and spin: 365.55 kJ/mol.